DFT (ωB97M-V/def2-TZVPD) results for C20H52AsF6N3O3 as an isolated structure at a distorted geometry.

XYZ file:
```
85
Properties=species:S:1:pos:R:3:forces:R:3:mulliken_charge:R:1
C 0.5645 4.8637 0.0546 1.35 -0.83 0.00 -1.422
C 0.5516 3.3524 0.2362 1.51 -0.72 -0.86 -0.398
N 1.9904 2.6762 0.0968 1.39 -0.25 0.29 0.830
C 2.6787 3.1282 -1.1954 -0.88 0.06 1.04 -1.301
C 2.9877 2.9916 1.3457 -2.22 0.11 -0.34 -0.173
C 4.4224 2.6011 1.1455 0.35 -0.52 0.53 -1.350
C 1.8110 1.1084 -0.0155 -0.53 3.23 1.80 -2.468
C 0.8479 0.4357 1.0701 6.96 6.80 -2.88 2.086
O 1.2938 0.7338 2.4043 -0.13 0.51 -0.37 -0.445
C 0.4818 0.0982 3.4152 0.51 1.64 3.43 -0.949
H 1.1739 5.1691 0.9052 -0.38 1.14 -0.12 0.393
H -0.4334 5.2949 -0.0254 0.18 -0.09 0.40 0.493
H 1.0757 5.1065 -0.8769 -0.03 0.20 0.11 0.413
H -0.0346 2.9434 -0.5868 -0.06 -0.58 0.32 0.091
H 0.1904 3.0701 1.2251 0.42 -0.44 -0.55 0.453
H 1.9495 3.0138 -1.9974 0.07 0.20 -0.06 0.370
H 3.5547 2.5204 -1.4219 -0.09 0.07 0.32 0.347
H 2.9355 4.1734 -1.0229 0.20 -0.16 -0.45 0.488
H 2.4041 2.5473 2.1520 0.72 -0.74 0.01 0.320
H 2.9159 4.0368 1.6466 0.01 0.36 -0.92 0.416
H 4.9713 3.2517 0.4646 -0.14 -0.13 -0.06 0.364
H 4.6232 1.5486 0.9452 -0.36 -0.03 -0.56 0.301
H 4.9183 2.6708 2.1136 -0.09 0.49 0.18 0.453
H 2.7619 0.5811 0.0612 0.33 0.54 -0.25 0.044
H 1.3787 1.0253 -1.0126 0.37 0.99 0.80 1.202
H 0.9997 -0.6231 0.8608 3.30 2.50 -1.46 -0.317
H -0.1894 0.7290 0.9079 1.82 2.21 -1.44 0.029
H -0.5920 0.1532 3.2364 1.25 0.88 1.25 0.226
H 0.6120 0.5940 4.3771 0.69 0.53 -0.19 0.441
H 0.7709 -0.9352 3.6066 0.02 0.04 -0.11 0.302
C 2.0490 -2.5961 0.9314 -0.64 -0.45 0.36 -1.216
C 2.0226 -2.7308 -0.5686 -0.35 -0.09 -0.93 -0.479
N 0.7033 -2.3184 -1.3404 -0.67 0.38 1.56 0.946
C 0.5104 -0.7612 -1.1597 0.98 -3.05 -2.68 -2.106
C 0.7335 -2.6784 -2.8599 0.04 0.67 0.46 -0.286
C 1.8240 -1.9581 -3.5930 1.59 0.05 -0.12 -1.218
C -0.5664 -2.9712 -0.6035 2.73 -1.08 -2.68 0.100
C -0.6465 -4.5039 -0.6978 0.27 0.51 -0.89 -1.360
O -0.5843 -5.0585 -2.0168 -0.07 0.86 0.34 -0.395
C -0.4851 -6.4937 -2.0813 0.02 0.58 0.85 -0.784
H 3.0249 -2.9268 1.2868 0.13 0.21 -0.17 0.553
H 1.3411 -3.2323 1.4628 -0.17 0.10 -0.05 0.212
H 1.8883 -1.5516 1.1985 0.76 -0.79 0.46 0.549
H 2.2651 -3.7500 -0.8694 -0.16 0.07 -0.19 0.574
H 2.8376 -2.0710 -0.8663 -0.24 -0.04 -0.88 0.498
H -0.1985 -0.4927 -1.9430 0.10 0.24 -0.01 0.146
H 1.4803 -0.3146 -1.3786 -0.59 -1.47 -0.45 1.126
H 0.2041 -0.4815 -0.1517 0.05 -1.08 -2.76 0.422
H -0.2165 -2.3566 -3.2867 -0.31 -0.27 0.47 0.373
H 0.8513 -3.7548 -2.9842 -0.29 0.23 0.39 0.324
H 1.7170 -1.9327 -4.6775 -0.55 -0.16 0.08 0.425
H 2.7612 -2.4974 -3.4551 0.18 0.09 0.11 0.376
H 2.0201 -0.9298 -3.2895 -0.26 0.02 0.03 0.204
H -1.4509 -2.4880 -1.0185 0.59 -0.66 -0.36 0.380
H -0.5196 -2.7422 0.4612 1.52 -0.32 -1.74 0.022
H -1.6450 -4.5882 -0.2688 -0.06 -1.05 0.34 0.475
H 0.1473 -4.9474 -0.0967 -0.20 -0.17 0.38 0.513
H 0.5506 -6.8311 -2.0423 0.22 0.18 -0.27 0.299
H -0.9581 -6.7969 -3.0153 -0.06 -0.16 0.36 0.260
H -0.9308 -6.8814 -1.1652 -0.51 -0.46 -0.37 0.374
C -5.2312 0.5027 -0.1857 -1.16 -0.18 -0.08 -1.581
C -4.0003 1.2938 -0.4030 0.52 2.23 -0.77 0.312
C -3.5130 2.1648 0.8731 -1.99 0.58 -0.19 -0.658
O -2.3773 2.9732 0.6288 1.20 -0.02 -0.30 -0.324
C -1.8506 3.6399 1.8010 -0.97 0.41 -0.49 -0.805
N -2.9476 0.3733 -0.9483 -6.64 7.59 -3.74 0.051
H -3.1326 -0.0687 -1.8374 -1.14 0.23 -0.47 0.418
H -2.0869 0.8686 -1.1324 -0.15 0.71 0.22 0.240
H -2.6946 -0.3906 -0.3380 -4.95 1.25 -0.77 0.168
H -6.0630 1.2054 -0.1362 -0.12 -0.21 0.76 0.480
H -5.0813 -0.2052 0.6295 -1.45 0.79 -0.32 0.347
H -5.4898 -0.0676 -1.0778 0.25 -0.17 -0.21 0.426
H -4.2209 1.9644 -1.2335 0.15 0.51 0.20 0.489
H -3.3509 1.4985 1.7204 -1.53 0.97 -0.29 0.143
H -4.2364 2.9029 1.2195 -1.10 -0.37 -0.68 0.543
H -2.6586 4.2580 2.1925 0.20 0.28 0.20 0.495
H -0.9864 4.2220 1.4811 -1.21 0.37 0.26 0.261
H -1.4601 3.0313 2.6166 -0.36 -0.75 -0.08 0.246
As -1.8347 -0.7768 1.4944 -3.02 -2.17 4.59 1.339
F -3.6288 -0.7942 1.2254 3.55 -0.97 0.89 -0.436
F -2.1346 -0.8493 3.2485 -0.09 -0.24 -2.26 -0.460
F -0.0836 -0.6791 1.7359 -11.97 -12.15 3.18 -0.456
F -1.6824 -0.7254 -0.3263 10.79 -7.76 5.42 -1.095
F -1.8579 0.9680 1.4355 3.02 -3.79 0.60 -0.239
F -1.7425 -2.5332 1.2903 -2.44 1.96 2.80 -0.445
```
Positions in Å, forces in eV/Å.

The largest force on an atom is 17.3 eV/Å. The value obtained for the orbital gap is 8.82 eV. For the HOMO energy, the calculation gives -0.5485 Ha. As for the net charge: +2.